Record 1
# C15H48N4O9

A cluster of 9 separate species, C15H48N4O9 in total (ωB97M-V/def2-TZVPD, OMol25).

```
76
Properties=species:S:1:pos:R:3:forces:R:3
C 2.229 -3.221 -0.823 1.56 1.09 -0.01
C 3.695 -3.256 -1.227 -1.68 -3.09 -0.50
O 4.082 -1.978 -1.544 0.67 0.97 -0.56
H 1.578 -2.699 -1.467 -0.60 0.23 -1.43
H 2.261 -2.594 0.021 -0.39 0.66 1.56
H 1.806 -4.132 -0.556 -0.53 -1.76 0.34
H 3.831 -4.030 -2.058 0.21 1.18 0.79
H 4.235 -3.573 -0.347 0.38 -0.50 0.21
H 5.031 -2.027 -1.576 0.71 0.53 -0.34
C -0.429 2.610 -4.219 -0.65 0.07 0.94
C 0.925 1.956 -4.460 -0.90 -0.05 -1.54
O 1.965 2.876 -4.552 0.40 0.44 -0.65
H -0.735 3.265 -5.020 0.16 0.24 -0.39
H -0.649 3.153 -3.261 1.16 -0.26 -0.63
H -1.181 1.849 -4.144 -0.55 -0.78 -0.31
H 0.935 1.386 -5.434 -0.46 0.38 0.84
H 1.182 1.269 -3.683 -0.29 -0.56 0.37
H 2.364 2.750 -3.705 0.86 0.74 1.18
C 1.427 -0.148 1.358 0.79 1.04 0.81
C 2.849 -0.582 1.734 -0.17 -0.24 -0.63
O 3.545 0.456 2.378 0.38 -2.41 2.56
H 0.932 -0.973 0.927 -0.87 -0.59 -0.73
H 1.378 0.773 0.792 0.40 -0.13 -1.22
H 0.827 0.250 2.184 0.36 -0.87 0.75
H 3.527 -0.941 0.926 -0.94 0.35 -0.39
H 2.764 -1.519 2.304 0.22 0.69 0.83
H 3.514 1.198 1.844 -0.19 2.27 -1.66
C -3.625 -0.689 1.719 -1.16 -1.18 -0.10
C -2.472 -0.394 2.647 -0.75 0.62 -1.58
O -2.799 -0.825 3.935 1.66 -0.30 1.37
H -4.655 -0.427 2.111 1.31 -0.31 -0.03
H -3.618 -1.747 1.453 -0.34 -0.19 0.24
H -3.546 -0.185 0.774 0.29 0.59 -0.36
H -2.399 0.665 2.532 0.42 1.32 0.79
H -1.531 -0.742 2.200 -0.11 -0.60 0.45
H -1.973 -0.851 4.490 -1.32 0.07 -0.83
C -1.180 -3.589 0.938 0.48 1.26 0.86
C -0.803 -5.004 1.473 -0.20 2.20 -1.74
O -1.468 -5.209 2.706 0.34 -0.41 -0.58
H -0.471 -3.079 0.172 -1.27 -1.49 1.07
H -1.118 -2.916 1.848 -0.10 -0.59 -0.94
H -2.234 -3.551 0.625 0.44 0.06 -0.23
H 0.266 -4.915 1.506 0.81 -0.58 0.82
H -1.006 -5.702 0.656 -0.42 -0.56 0.60
H -0.793 -5.401 3.356 -0.01 -0.14 0.26
C -0.857 -0.886 -1.185 0.01 -0.49 0.28
C -1.296 0.551 -1.025 1.16 0.48 1.01
O -2.541 0.785 -1.614 0.61 -1.40 -1.37
H -1.621 -1.486 -0.686 0.43 -0.30 0.02
H 0.217 -1.192 -0.945 -1.80 0.81 0.13
H -0.987 -1.019 -2.211 -0.12 -0.98 -2.04
H -0.491 1.180 -1.454 -0.51 0.23 0.09
H -1.276 0.651 0.052 -0.39 1.00 0.50
H -3.181 1.329 -1.167 0.19 0.73 1.21
C 2.729 1.162 -1.593 -4.33 5.69 -0.56
O 2.076 2.449 -1.682 3.21 -6.61 0.35
N 2.179 0.011 -1.896 -1.07 -1.53 -0.61
N 3.947 1.096 -1.129 3.04 -0.53 1.92
H 1.225 0.015 -2.233 0.35 -0.03 0.06
H 2.666 -0.900 -1.716 -0.58 1.65 -0.44
H 4.115 1.897 -0.540 0.67 0.07 -0.18
H 4.387 0.178 -0.833 -1.08 1.73 -0.60
C -3.704 2.921 1.686 1.23 -1.60 -9.43
O -3.800 2.434 0.356 0.58 2.32 6.62
N -2.837 3.811 2.084 1.73 1.21 -0.10
N -4.477 2.563 2.610 -5.85 -4.54 3.81
H -2.150 4.048 1.411 0.49 0.90 -0.59
H -3.094 4.482 2.785 0.10 -0.04 0.05
H -5.192 1.818 2.363 1.34 1.49 0.36
H -4.168 2.491 3.583 -0.08 0.35 -0.73
C -0.025 3.358 0.739 0.03 -0.64 0.27
O -0.728 4.563 0.359 1.06 -0.63 -0.09
H -0.073 2.572 -0.067 0.26 1.04 0.89
H -0.457 2.956 1.679 -0.05 0.21 -0.64
H 1.007 3.628 1.010 -0.11 -0.31 -0.39
H -0.078 4.962 -0.237 -0.66 0.32 -0.06
```
Forces are in eV/Å.

Summary:
**E_LUMO**: -0.082 eV
**Frontier orbital gap**: 9.113 eV
**Maximum force**: 0.1875 Eh/bohr
**SMILES**: NC(N)=O.NC(N)=O.CCO.CCO.CCO.CCO.CCO.CCO.CO
**Relative energy (zero: lowest compared OMol25 entry of this formula, charge and spin)**: 1.9658 eV
**E_HOMO**: -9.2 eV
**Charge**: 0

---

Record 2
# C15H48O9

A cluster of 9 separate species, C15H48O9 in total (ωB97M-V/def2-TZVPD, OMol25).

```
72
Properties=species:S:1:pos:R:3:forces:R:3
C 2.766 2.062 1.062 0.77 2.10 -1.11
O 3.670 2.078 -0.022 -1.71 1.79 1.78
H 1.899 1.407 0.965 -0.18 -0.60 -0.45
H 3.286 1.694 1.946 0.55 -0.57 0.53
H 2.533 3.113 1.230 -0.33 -0.25 0.12
H 3.940 1.185 -0.248 1.05 -2.99 -0.82
C -1.823 -4.919 -1.106 0.23 0.48 0.01
O -2.748 -4.132 -1.928 1.31 -1.14 1.06
H -0.873 -4.398 -0.984 -0.12 0.50 -0.44
H -2.126 -5.082 -0.072 -0.77 0.09 -0.11
H -1.531 -5.900 -1.480 -0.47 -0.02 -0.57
H -3.420 -4.750 -2.223 -0.18 0.04 -0.07
C 4.831 -0.021 -2.071 0.55 0.06 -1.10
O 4.678 -0.277 -0.693 -0.88 1.15 1.38
H 4.869 1.043 -2.306 0.12 0.31 0.54
H 5.816 -0.421 -2.310 -0.32 -0.19 -0.70
H 3.995 -0.359 -2.683 0.23 -0.66 0.12
H 4.015 -0.946 -0.511 -0.16 -0.32 -0.29
C -0.437 -3.540 1.916 0.13 1.30 -0.95
C -0.674 -2.494 3.031 -0.31 -2.75 0.92
O -1.518 -1.414 2.847 -0.21 1.87 -1.37
H 0.241 -4.334 2.229 -0.16 0.06 0.33
H 0.050 -3.038 1.080 0.31 0.10 -0.17
H -1.313 -3.978 1.437 -0.29 0.03 0.66
H 0.297 -2.141 3.378 -0.22 0.12 0.15
H -1.222 -3.024 3.812 0.95 -0.59 0.69
H -2.406 -1.717 2.642 -0.07 -0.02 0.01
C -5.148 1.500 0.374 -1.18 0.00 -0.38
C -5.079 3.087 0.303 -1.02 -2.78 0.54
O -4.038 3.410 1.126 2.11 1.62 1.04
H -5.429 1.026 1.315 -0.67 1.07 0.65
H -4.235 0.909 0.299 0.63 0.79 -1.08
H -5.898 1.117 -0.318 0.15 -0.14 -0.33
H -5.944 3.546 0.780 -0.42 -0.35 -0.20
H -5.055 3.468 -0.718 0.45 -0.12 -0.10
H -3.230 3.561 0.631 -0.01 -0.16 -0.24
C 0.910 -2.216 -4.345 0.68 -1.22 -2.32
C 2.029 -3.185 -4.065 -0.45 1.78 -0.07
O 2.369 -2.935 -2.712 0.49 -1.19 0.87
H 0.001 -2.614 -3.894 -0.09 1.08 0.40
H 0.810 -2.397 -5.415 -0.71 0.16 -0.38
H 1.273 -1.188 -4.359 -0.66 0.13 1.01
H 2.900 -2.895 -4.652 0.02 -0.56 -0.39
H 1.639 -4.179 -4.286 0.53 -0.26 0.33
H 2.783 -3.746 -2.409 0.24 0.05 0.56
C 1.388 2.142 4.505 1.20 0.68 0.28
C 1.159 0.811 3.932 -1.95 -0.59 -1.53
O 0.223 0.164 4.732 0.15 -0.87 1.43
H 2.128 2.667 3.901 0.00 0.45 -0.18
H 1.861 2.050 5.483 -0.36 0.16 0.21
H 0.437 2.674 4.528 0.27 0.14 0.23
H 2.020 0.196 3.668 0.52 -0.17 0.63
H 0.649 0.926 2.975 0.10 0.28 -0.72
H -0.593 -0.082 4.292 0.02 -0.10 -0.51
C -0.250 5.366 -1.151 -0.08 -1.26 -0.08
C -0.676 4.069 -0.396 0.31 1.08 0.17
O -1.668 3.381 -1.069 -1.54 -0.56 -0.32
H -0.490 5.246 -2.207 0.47 -0.45 -0.22
H 0.829 5.449 -1.017 -0.11 0.78 -0.11
H -0.849 6.254 -0.952 0.36 -0.03 0.86
H -1.041 4.313 0.602 -0.27 0.10 0.00
H 0.101 3.328 -0.207 0.91 0.40 -0.12
H -1.304 3.009 -1.876 -0.07 0.02 -0.09
C -0.557 0.144 -0.016 -0.27 0.44 -0.45
C -0.179 -0.700 -1.251 -0.76 -0.04 2.36
O 1.162 -1.074 -1.010 0.38 0.48 -0.17
H 0.064 1.037 0.059 -0.09 0.49 -0.47
H -0.438 -0.280 0.981 0.02 -0.91 -0.38
H -1.608 0.426 -0.088 0.04 0.36 0.01
H -0.431 -0.198 -2.186 0.67 0.32 -0.14
H -0.875 -1.538 -1.208 0.21 -0.57 -0.18
H 1.483 -1.745 -1.617 -0.05 -0.42 -0.52
```
Forces are in eV/Å.

Summary:
**<S²>**: 0.7546
**E_LUMO (spin up / spin down)**: -2.624 / -9.295 eV
**Frontier orbital gap (spin up / spin down)**: 8.813 / 2.142 eV
**Maximum force**: 0.0636 Eh/bohr
**2S+1**: 2
**Relative energy (zero: lowest compared OMol25 entry of this formula, charge and spin)**: 4.8893 eV
**E_HOMO (spin up / spin down)**: -11.4 / -11.4 eV
**Charge**: +1

---

Record 3
# C15H4BrF5IN3OSV

A structure of composition C15H4BrF5IN3OSV (ωB97M-V/def2-TZVPD, OMol25).

```
32
Properties=species:S:1:pos:R:3:forces:R:3
V -0.027 -0.105 -0.562 0.40 -0.35 0.37
F -5.922 -1.946 -2.534 0.00 -0.01 0.01
C -4.847 -1.843 -1.778 -0.06 0.02 -0.06
C -3.981 -0.773 -1.955 -0.03 0.03 -0.03
F -4.211 0.151 -2.872 0.00 0.00 0.01
C -2.876 -0.715 -1.142 0.10 0.02 0.12
F -1.998 0.344 -1.294 0.04 0.16 -0.04
C -2.564 -1.644 -0.170 -0.01 0.03 0.03
S -1.088 -1.495 0.797 -0.08 -0.11 -0.18
C -3.449 -2.702 -0.018 0.07 0.00 0.07
F -3.213 -3.635 0.893 -0.01 0.00 -0.01
C -4.581 -2.801 -0.812 -0.06 -0.09 0.03
F -5.410 -3.817 -0.655 0.02 0.02 0.00
O 0.232 -0.808 -2.244 -0.37 0.07 -0.17
N 0.778 -1.848 -2.835 0.20 -0.36 -0.52
C 1.760 -2.418 -2.225 -0.07 0.24 0.23
C 2.437 -3.550 -2.763 0.03 -0.12 -0.09
N 3.000 -4.468 -3.158 0.00 0.03 0.01
C 2.097 -1.825 -0.964 0.12 -0.03 0.06
N 2.109 -1.156 -0.028 -0.37 0.40 0.14
Br 0.972 5.595 1.216 0.02 -0.02 0.01
C 1.985 4.121 1.804 -0.09 -0.01 -0.07
C 3.110 4.347 2.582 0.05 -0.01 0.03
C 3.872 3.280 3.032 -0.02 0.02 -0.02
C 3.514 1.979 2.712 0.02 -0.01 0.01
C 2.391 1.737 1.938 -0.07 -0.09 -0.02
C 1.642 2.811 1.489 0.04 0.07 -0.02
I -0.080 2.488 0.315 0.12 0.04 0.06
H 3.381 5.364 2.831 0.00 -0.01 0.00
H 4.748 3.471 3.636 0.00 0.00 0.00
H 4.104 1.145 3.065 0.00 0.00 0.00
H 2.115 0.718 1.698 0.00 0.07 0.01
```
Forces are in eV/Å.

Summary:
**<S²>**: 2.0536
**E_LUMO (spin up / spin down)**: -5.555 / -4.836 eV
**Frontier orbital gap (spin up / spin down)**: 6.978 / 7.735 eV
**Maximum force**: 0.0129 Eh/bohr
**2S+1**: 3
**Relative energy (zero: lowest compared OMol25 entry of this formula, charge and spin)**: 0.3199 eV
**E_HOMO (spin up / spin down)**: -12.5 / -12.6 eV
**Charge**: +1